This record from the Open Molecules 2025 dataset describes a molecular structure, C14H17I2N2OPd. The level of theory is ωB97M-V/def2-TZVPD.

Calculated values
net charge	+1
highest occupied orbital energy (spin up / spin down)	-11.14 / -11.14	eV
total energy	-1451.4786	a.u.
2S+1	1
energy relative to the best compared isomer or geometry (same formula, charge and spin)	0.597	eV
Kohn-Sham gap (spin up / spin down)	7.940 / 7.939	eV

XYZ file:
```
37
Properties=species:S:1:pos:R:3:forces:R:3:nbo_charge:R:1
Pd 0.7792 -1.4599 -0.0859 -0.11 -0.28 -0.17 0.70
O 2.2718 0.6485 -0.3362 0.27 0.13 0.07 -0.75
C 1.5131 1.8558 -0.3960 -0.02 -0.07 0.02 -0.07
C 1.1197 2.2034 -1.8173 -0.02 0.04 -0.06 -0.42
C 0.4759 1.0289 -2.5642 -0.03 -0.02 0.01 -0.45
C -0.8285 0.5688 -1.9744 0.08 -0.03 0.07 0.25
C -2.0200 1.1454 -2.4059 0.01 -0.01 0.04 -0.24
C -3.2250 0.7403 -1.8672 -0.02 0.02 -0.01 -0.12
C -3.2239 -0.2530 -0.8996 0.00 0.00 -0.01 -0.25
C -2.0144 -0.7904 -0.5174 -0.08 0.08 -0.09 0.04
N -0.8371 -0.3895 -1.0300 -0.19 0.07 0.09 -0.50
H 3.0624 0.7459 -0.8804 0.02 0.01 0.08 0.48
H 2.0611 2.6783 0.0696 0.00 0.00 -0.01 0.19
H 0.6268 1.6637 0.2105 -0.01 0.01 0.02 0.17
H 2.0072 2.5126 -2.3767 0.00 0.02 0.01 0.22
H 0.4487 3.0661 -1.7997 -0.01 -0.01 0.00 0.22
H 1.1766 0.1967 -2.5837 0.01 -0.01 0.01 0.23
H 0.2946 1.3297 -3.5964 0.01 -0.02 -0.01 0.24
H -1.9860 1.9070 -3.1731 0.01 0.00 0.00 0.23
H -4.1526 1.1842 -2.2028 0.00 0.00 0.00 0.24
H -4.1402 -0.6180 -0.4588 0.00 -0.01 0.01 0.24
H -1.9717 -1.5856 0.2152 0.01 0.00 0.00 0.22
I 2.3716 -2.9811 1.8127 0.06 -0.03 -0.25 0.30
C 1.1947 -1.5805 2.8035 0.00 0.03 0.13 0.09
C 1.2278 -1.3989 4.1724 -0.01 0.00 -0.01 -0.27
C 0.4031 -0.4189 4.7023 0.00 -0.01 0.01 -0.12
C -0.4054 0.3232 3.8540 -0.02 0.01 0.00 -0.23
C -0.3655 0.0611 2.4986 -0.04 -0.04 -0.01 0.05
N 0.4250 -0.8844 1.9775 -0.01 0.32 0.06 -0.54
H 1.8744 -1.9989 4.7954 0.00 0.00 0.00 0.25
H 0.3930 -0.2390 5.7688 0.00 0.00 0.00 0.24
H -1.0599 1.0939 4.2343 0.00 0.00 0.00 0.24
H -0.9844 0.6055 1.7963 0.02 0.01 0.00 0.22
I -0.3247 -3.9695 -1.5119 0.04 -0.09 -0.05 0.12
C 1.0381 -2.3670 -1.8109 0.08 -0.15 0.01 -0.67
H 0.7358 -1.8412 -2.7093 -0.04 -0.01 0.02 0.20
H 2.0388 -2.7832 -1.9133 0.01 0.04 0.03 0.21
```
Forces are in eV/Å.



This record from the Open Molecules 2025 dataset describes a single C5H8O molecule. The level of theory is ωB97M-V/def2-TZVPD.

Calculated values
highest occupied orbital energy	-8.45	eV
total energy	-270.3966	a.u.
2S+1	1
energy relative to the best compared isomer or geometry (same formula, charge and spin)	4.389	eV
Kohn-Sham gap	9.192	eV

XYZ file:
```
14
Properties=species:S:1:pos:R:3:forces:R:3:nbo_charge:R:1
C -0.1648 -1.4527 -0.2779 -0.17 -0.10 -0.07 -0.41
C 1.2075 -1.1687 0.2601 0.21 -0.02 0.03 -0.41
C 0.1268 -0.1319 0.3764 -0.03 0.08 0.13 -0.28
C 0.2126 1.1457 -0.4301 0.13 -0.18 -0.13 -0.08
O -0.6020 2.2209 0.1328 -0.37 0.11 0.14 -0.47
C -1.8315 2.0537 0.5129 0.31 -0.21 -0.19 0.12
H -0.2858 -1.4541 -1.3592 0.02 0.03 0.19 0.21
H -0.7972 -2.1657 0.2426 0.12 0.12 -0.06 0.22
H 1.5180 -1.6663 1.1746 -0.06 0.07 -0.18 0.22
H 2.0150 -0.9956 -0.4483 -0.18 -0.01 0.09 0.21
H 1.2239 1.5587 -0.4402 -0.13 -0.05 0.04 0.20
H -0.1163 1.0028 -1.4655 0.06 0.02 0.15 0.19
H -0.2733 0.0187 1.3773 0.08 -0.04 -0.16 0.23
H -2.0828 0.9664 0.3426 0.01 0.18 0.00 0.04
```
Forces are in eV/Å.